Entry 1:
C19H16CrN3O4 as an isolated structure, computed with ωB97M-V/def2-TZVPD.

Calculated values
* LUMO (alpha / beta): -3.767 / -3.900 eV
* energy relative to the best compared isomer or geometry (same formula, charge and spin): 39.82 kcal/mol
* HOMO-LUMO gap (alpha / beta): 0.260 / 0.278 Ha
* calculated total energy: -61038.2875 eV

The geometry in ORCA input format:
```
! RIJCOSX wB97M-V def2-TZVPD def2/J DEFGRID3
* xyz 1 5
Cr -0.8281 -0.1591 -0.5007
O 3.3772 -0.8812 1.0017
C 2.0799 -0.5697 0.5820
O 2.0705 0.8495 -1.0225
C 1.1239 -1.2725 1.5088
C 1.5399 -1.9878 2.6281
C 0.5856 -2.4970 3.4904
C -0.7662 -2.2601 3.2539
C -1.0925 -1.5480 2.1180
N -0.1728 -1.1067 1.2649
C -2.4503 -1.0825 1.7006
O -3.5228 -1.4106 2.3881
O -2.5620 -0.3594 0.7250
H 4.0033 -0.6703 0.2993
H 2.5946 -2.1285 2.8085
H 0.8891 -3.0585 4.3634
H -1.5074 -2.6213 3.9547
H -3.3221 -2.0002 3.1273
C 0.4235 -0.8579 -2.8435
N 0.6673 -1.1377 -1.3986
C 1.8858 -0.6517 -0.9546
C 1.8464 0.9774 0.3645
C 2.6922 1.9548 1.1213
C 1.8847 2.8037 1.7559
C 0.5031 2.4215 1.3958
N 0.4442 1.4113 0.6190
C -0.7371 0.1278 -2.9028
C -0.5469 1.5183 -2.9615
C -1.6263 2.3785 -2.8915
C -2.9190 1.8773 -2.7243
C -3.1271 0.5144 -2.6478
C -2.0400 -0.3650 -2.7435
H 0.1163 -1.7789 -3.3433
H 1.3087 -0.4797 -3.3575
H 2.7592 -1.0400 -1.4961
H 3.7700 1.9315 1.1423
H 2.1532 3.6250 2.4014
H -0.3902 2.9375 1.7304
H 0.4586 1.9054 -3.0561
H -1.4693 3.4467 -2.9611
H -3.7577 2.5578 -2.6619
H -4.1271 0.1209 -2.5258
H -2.2123 -1.4351 -2.7519
*
```


Entry 2:
One molecule with the formula C19H16F4O2, computed with ωB97M-V/def2-TZVPD.

Calculated values
* LUMO: -0.673 eV
* energy relative to the best compared isomer or geometry (same formula, charge and spin): 0.00 kcal/mol
* HOMO-LUMO gap: 0.312 Ha
* calculated total energy: -34927.7383 eV

The geometry in ORCA input format:
```
! RIJCOSX wB97M-V def2-TZVPD def2/J DEFGRID3
* xyz 0 1
O -0.8265 -1.3137 -2.5570
C -0.1962 -0.4675 -1.9393
C 1.0614 -0.8067 -1.2900
C 1.9335 0.0488 -0.7324
C 3.1796 -0.3019 -0.0836
C 4.0718 0.7224 0.2526
C 5.2755 0.4416 0.8676
C 5.6102 -0.8687 1.1703
C 4.7315 -1.8941 0.8552
C 3.5300 -1.6180 0.2344
C -0.7835 0.9237 -1.7971
C -2.1685 0.7413 -1.1257
O -3.0567 0.1130 -2.0104
C -2.0052 -0.0333 0.1795
C -2.7653 -1.1745 0.3954
C -2.5962 -1.9211 1.5470
C -1.6667 -1.5346 2.4957
C -0.9135 -0.3920 2.2900
C -1.0782 0.3563 1.1387
C -2.7954 2.1354 -0.8717
F -2.0775 2.8544 0.0234
F -2.7626 2.8668 -2.0185
C -4.2710 2.0377 -0.4395
F -4.3903 1.3979 0.7396
F -4.7958 3.2661 -0.2679
H 1.2721 -1.8671 -1.3149
H 1.7424 1.1135 -0.7725
H 3.8156 1.7459 0.0185
H 5.9542 1.2442 1.1148
H 6.5499 -1.0902 1.6533
H 4.9873 -2.9149 1.0971
H 2.8522 -2.4254 0.0066
H -0.9459 1.3512 -2.7899
H -0.1671 1.5981 -1.2118
H -2.5548 -0.6121 -2.4395
H -3.4943 -1.4726 -0.3422
H -3.1945 -2.8064 1.7006
H -1.5326 -2.1176 3.3945
H -0.1908 -0.0781 3.0282
H -0.4898 1.2502 1.0067
H -4.8484 1.5017 -1.2059
*
```


Entry 3:
C19H16N2O5 as an isolated structure at a distorted geometry, computed with ωB97M-V/def2-TZVPD.

Calculated values
* LUMO: -1.280 eV
* energy relative to the best compared isomer or geometry (same formula, charge and spin): 441.27 kcal/mol
* HOMO-LUMO gap: 0.263 Ha
* calculated total energy: -33163.2891 eV

The geometry in ORCA input format:
```
! RIJCOSX wB97M-V def2-TZVPD def2/J DEFGRID3
* xyz 0 1
O -1.0488 6.3737 -2.2772
C -0.7913 5.4113 -1.7779
N -1.1179 5.0921 -0.5819
C -0.9728 3.8234 0.2460
O -1.3419 3.7442 1.5285
C -0.3494 2.6616 -0.4426
C -0.2081 1.3643 0.0417
C -0.0267 0.8686 1.2565
C 0.2198 1.5340 2.4308
C 0.0298 0.9721 3.6751
C -0.2705 -0.5156 3.5277
C -0.4242 -1.2413 2.4912
C -0.4073 -0.4106 1.5031
H -0.6828 -1.0122 0.2908
O -0.7745 -2.4273 2.7721
C -1.0170 -3.4379 1.6762
H -1.4785 -2.8733 0.9028
H -1.5732 -4.2420 2.0541
C 0.5935 -3.7683 1.1995
H 0.9436 -4.1300 2.1900
O 1.4171 -2.9312 0.7020
C 0.9692 -2.7416 -0.7315
C 0.1654 -3.2752 -1.6007
C -0.1152 -2.8973 -2.8545
C 1.0175 -1.7073 -3.3755
C 1.6431 -0.9833 -2.4666
C 1.7659 -1.4403 -0.9536
H 2.5602 -0.9938 -0.6114
H 2.0814 -0.2920 -2.7527
H 0.5209 -1.3375 -4.2618
H -0.5896 -3.3174 -3.5307
H -0.2616 -4.0866 -1.0855
H 0.4343 -4.7651 0.6811
H -0.3849 -0.9164 4.7808
H 0.2309 1.4463 4.6197
H 0.4155 2.5975 2.1705
H 0.5046 0.8216 -0.8091
C -0.1626 2.8994 -2.0097
O 0.6128 2.1013 -2.6951
N -0.2205 4.0637 -2.5297
H -0.0813 4.4700 -3.3569
H -1.8249 5.4979 -0.0352
*
```


Entry 4:
C19H16N3O5Se2Sn as an isolated structure, computed with ωB97M-V/def2-TZVPD.

Calculated values
* LUMO: 2.000 eV
* energy relative to the best compared isomer or geometry (same formula, charge and spin): 15.96 kcal/mol
* HOMO-LUMO gap: 0.249 Ha
* calculated total energy: -171197.3356 eV

The geometry in ORCA input format:
```
! RIJCOSX wB97M-V def2-TZVPD def2/J DEFGRID3
* xyz -1 1
Sn 0.0934 0.0678 -0.4264
O 2.1496 3.8840 0.7827
C 1.5075 2.8404 0.8751
O 0.5941 2.4080 0.0874
C 1.7729 1.9460 2.1018
C 0.4881 1.3170 2.6556
C 0.6930 0.8866 4.1078
C 1.6449 -0.3334 3.9317
C 1.7402 -0.4355 2.4070
O 0.4226 0.0234 1.9945
C 2.6617 0.6688 1.8591
C 3.0918 0.3508 0.4208
O 4.2585 0.4801 0.1085
O 2.1767 -0.1619 -0.3575
H 2.2432 2.5828 2.8491
H -0.4159 1.8798 2.4480
H 1.1267 1.6845 4.7094
H -0.2540 0.5851 4.5550
H 2.6263 -0.1670 4.3746
H 1.2205 -1.2408 4.3585
H 1.9234 -1.4292 2.0095
H 3.5837 0.7425 2.4303
Se -3.5068 -0.4646 -3.2441
Se -1.8709 1.1452 -3.5578
C -0.3412 0.0440 -3.9592
C 0.2956 0.2530 -5.1762
C 1.4338 -0.4886 -5.4523
C 1.8804 -1.4153 -4.5245
C 1.1752 -1.5567 -3.3397
N 0.0892 -0.8304 -3.0595
C -3.6716 -0.5318 -1.3242
C -4.7426 0.1094 -0.7139
C -4.8973 -0.0466 0.6544
C -3.9973 -0.8384 1.3481
C -2.9601 -1.4353 0.6446
N -2.7949 -1.2777 -0.6671
H -0.0985 0.9721 -5.8815
H 1.9673 -0.3398 -6.3833
H 2.7605 -2.0161 -4.7109
H 1.4919 -2.2404 -2.5595
H -5.4233 0.7134 -1.2968
H -5.7090 0.4487 1.1724
H -4.0987 -0.9960 2.4140
H -2.2251 -2.0674 1.1339
N -0.0877 -3.4344 0.1723
C -0.0181 -2.2862 0.0281
*
```


Entry 5:
A 2-piece molecular cluster, C19H16N6O8 overall at a distorted geometry, computed with ωB97M-V/def2-TZVPD.

Calculated values
* LUMO: -2.211 eV
* energy relative to the best compared isomer or geometry (same formula, charge and spin): 5.72 kcal/mol
* HOMO-LUMO gap: 0.250 Ha
* calculated total energy: -45272.7874 eV

The geometry in ORCA input format:
```
! RIJCOSX wB97M-V def2-TZVPD def2/J DEFGRID3
* xyz 0 1
O 2.4546 2.0267 -2.6821
N 2.4359 1.2457 -1.7129
O 2.9214 1.5255 -0.5916
C 1.8545 -0.0727 -1.8780
C 1.2134 -0.4469 -3.0822
C 0.7938 -1.7666 -3.2744
N 0.1956 -2.1322 -4.5552
O -0.4315 -3.1968 -4.6825
O 0.3348 -1.3074 -5.4853
C 1.0622 -2.7477 -2.2325
N 1.1877 -4.0917 -2.3910
O 1.8145 -4.5179 -1.2180
N 2.0763 -3.4470 -0.3618
O 2.6309 -3.6418 0.7110
C 1.6429 -2.2903 -1.0252
C 2.0737 -0.9902 -0.8250
H 1.0673 0.2908 -3.8632
H 2.7189 -0.7556 0.0064
O 0.1914 2.2962 -0.1959
C -0.9537 2.0479 0.1710
C -2.2434 2.3445 -0.4935
C -2.5007 3.0678 -1.6499
C -3.8419 3.2076 -2.0484
C -4.8837 2.5932 -1.3167
C -4.5946 1.8572 -0.1542
C -3.2674 1.7666 0.2381
C -2.6913 1.1338 1.4449
O -3.2515 0.5491 2.3613
N -1.3024 1.3489 1.3306
C -0.3676 1.0716 2.4274
C 0.1837 -0.3472 2.4202
C 0.6546 -0.7586 3.8342
C 2.0410 -1.3727 3.6650
C 2.5104 -0.9507 2.2613
N 1.3282 -0.4928 1.5323
H -1.6678 3.5013 -2.2031
H -4.0889 3.7922 -2.9409
H -5.9180 2.6940 -1.6624
H -5.3595 1.3576 0.4376
H 0.4633 1.7892 2.3400
H -0.9130 1.2328 3.3652
H -0.6326 -1.0350 2.1185
H 0.7299 0.1506 4.4470
H -0.0690 -1.4357 4.2953
H 2.7114 -0.9931 4.4423
H 1.9981 -2.4685 3.6851
H 3.2706 -0.1499 2.3202
H 2.9132 -1.8169 1.7178
H 1.5043 0.3352 0.9532
*
```